# 1
Entry from OMol25: 2 unconnected molecules or ions with the total composition C28H36NO6 at a distorted geometry (ωB97M-V/def2-TZVPD).

Its charge is -1. The orbital gap comes out at 5.3 eV.

Geometry as XYZ:
```
71
Properties=species:S:1:pos:R:3:forces:R:3
C -3.516 -0.048 1.508 -0.3 0.0 -0.2
C -2.380 0.557 2.293 -0.2 -0.2 0.3
O -1.542 -0.530 2.700 -0.6 0.2 -0.5
C -0.397 -0.136 3.294 1.5 0.3 1.2
C 0.737 -0.979 2.827 0.6 1.9 0.1
C 0.472 -2.419 2.758 -0.3 -1.1 -0.3
C 1.519 -0.211 1.881 -0.3 -0.5 0.7
C 2.586 -0.966 1.112 0.5 0.0 -0.1
O 1.344 1.007 1.711 0.4 -0.2 -0.3
O -0.332 0.790 4.085 -0.5 -0.6 -0.8
H -4.173 0.756 1.173 -0.1 0.0 0.0
H -3.160 -0.580 0.615 0.0 0.1 0.3
H -4.101 -0.752 2.110 0.1 0.1 0.0
H -1.792 1.235 1.658 -0.1 0.0 0.3
H -2.722 1.071 3.200 0.0 0.1 -0.4
H -0.425 -2.644 3.352 0.1 -0.1 -0.3
H 0.298 -2.758 1.722 0.0 -0.2 0.4
H 1.264 -3.020 3.219 0.2 -0.1 -0.3
H 3.228 -1.569 1.779 -0.4 0.0 -0.1
H 2.128 -1.633 0.364 0.2 0.1 0.3
H 3.251 -0.261 0.597 -0.3 0.0 0.0
C 3.900 -7.007 5.313 0.1 -0.1 -0.2
C 4.159 -5.772 6.183 0.0 0.2 -0.6
C 3.110 -5.744 7.301 0.1 0.1 0.1
C 5.546 -5.927 6.823 0.1 0.2 0.0
C 4.195 -4.483 5.315 -0.2 0.1 -0.2
C 3.224 -3.524 5.298 -0.1 -0.4 0.1
C 3.439 -2.210 4.739 -1.1 0.8 0.2
C 2.394 -1.254 4.772 0.6 -1.8 0.3
C 2.623 0.152 4.932 0.3 2.1 0.1
C 3.441 0.943 4.073 -0.7 -0.5 0.1
C 3.589 2.302 4.273 0.1 0.4 0.8
C 3.082 2.871 5.458 -0.5 -1.6 -0.6
N 3.526 4.151 5.891 0.2 2.5 0.8
O 3.214 4.504 7.055 0.6 -0.4 -1.9
O 4.207 4.873 5.130 -1.1 -1.3 1.1
C 2.209 2.135 6.289 0.7 0.8 -0.3
C 1.996 0.804 6.030 0.0 -0.3 -0.5
C 4.765 -1.905 4.282 0.4 -0.3 -0.5
C 5.621 -2.909 3.917 -0.5 0.5 0.0
C 6.871 -2.651 3.058 -0.1 -0.2 0.4
C 8.087 -3.142 3.846 0.2 0.0 0.1
C 7.045 -1.170 2.710 0.1 -0.1 0.0
C 6.787 -3.442 1.744 -0.2 -0.2 0.0
C 5.282 -4.291 4.317 0.2 -0.9 -0.5
O 5.871 -5.276 3.809 -0.3 0.8 0.9
H 4.626 -7.026 4.495 -0.2 -0.1 0.1
H 4.013 -7.917 5.917 -0.1 0.1 -0.1
H 2.885 -6.992 4.896 0.1 0.0 0.0
H 3.242 -4.882 7.963 -0.1 0.0 -0.1
H 2.080 -5.755 6.928 0.1 0.1 0.0
H 3.234 -6.644 7.916 0.0 0.1 -0.1
H 5.782 -5.034 7.417 0.0 -0.2 0.0
H 5.573 -6.809 7.475 0.0 0.1 -0.1
H 6.305 -6.039 6.041 -0.1 0.0 0.2
H 2.262 -3.730 5.790 0.4 0.3 -0.1
H 1.425 -1.641 5.101 0.4 0.3 0.2
H 3.923 0.482 3.207 -0.5 0.2 0.2
H 4.091 2.941 3.547 0.1 -0.3 0.3
H 1.716 2.675 7.097 0.3 -0.4 -0.1
H 1.338 0.244 6.695 0.1 0.1 -0.3
H 5.071 -0.860 4.178 -0.3 -0.5 -0.2
H 8.018 -4.229 3.984 0.1 0.3 0.0
H 9.004 -2.899 3.293 0.0 -0.1 0.2
H 8.115 -2.656 4.832 0.1 -0.1 -0.2
H 6.162 -0.775 2.191 0.2 0.0 0.1
H 7.246 -0.581 3.611 -0.1 0.1 -0.1
H 7.904 -1.062 2.030 -0.2 0.0 0.2
H 5.898 -3.141 1.172 0.2 -0.1 0.1
H 7.681 -3.250 1.136 -0.1 0.0 0.1
H 6.723 -4.511 1.978 0.0 0.3 -0.3
```
Forces are in eV/Å.

---

# 2
Entry from OMol25: 2 unconnected molecules or ions with the total composition C5H12N at a distorted geometry (ωB97M-V/def2-TZVPD).

Its charge is +1. The orbital gap comes out at 6.0 eV.

Geometry as XYZ:
```
18
Properties=species:S:1:pos:R:3:forces:R:3
C -3.985 1.061 1.936 0.6 2.4 -0.2
C -0.032 0.226 0.150 1.7 0.6 0.4
N -0.979 -0.188 0.948 0.6 0.2 -3.2
C 2.569 -1.093 -2.093 -0.8 -3.6 -1.2
C 2.335 -0.149 -0.923 1.8 2.7 2.2
C 1.326 -0.293 0.197 1.5 -1.5 -2.7
H -4.801 1.866 1.618 1.7 -1.7 0.9
H -4.540 0.038 2.057 1.7 1.9 -0.3
H -3.398 1.481 2.885 -1.9 -1.2 -1.5
H -3.098 1.230 1.162 -2.3 -1.2 1.1
H 2.860 -2.216 -1.828 0.2 2.7 -0.1
H 0.087 1.069 -0.567 -1.1 0.6 1.0
H 1.706 -1.352 -2.744 -0.1 0.8 0.7
H 3.237 -0.562 -2.783 0.3 -0.6 0.5
H 2.205 0.893 -1.406 0.0 -1.4 0.8
H 3.388 -0.128 -0.350 -2.2 0.2 -1.3
H -0.709 -1.155 0.670 -0.7 -1.0 2.7
H 1.830 -0.729 1.070 -1.0 0.1 0.2
```
Forces are in eV/Å.

---

# 3
Entry from OMol25: a molecular structure, C29H24Cl2N9O2STl (ωB97M-V/def2-TZVPD).

Its charge is -2. The orbital gap comes out at 6.1 eV.

Geometry as XYZ:
```
68
Properties=species:S:1:pos:R:3:forces:R:3
Tl -0.419 -0.291 -0.319 -0.1 0.0 0.0
Cl -0.943 -7.034 3.035 0.0 0.0 0.0
C -0.923 -5.296 2.825 0.0 0.0 0.0
C -0.512 -4.778 1.607 0.0 0.0 0.0
C -0.474 -3.402 1.365 0.0 0.0 0.0
N -0.159 -2.869 0.116 0.0 0.0 0.1
C 0.616 -3.544 -0.721 0.0 0.0 -0.1
O 1.263 -4.598 -0.553 0.0 0.0 0.0
C 0.742 -2.923 -2.113 0.0 0.0 0.0
C 1.776 -3.360 -2.942 0.0 0.0 0.0
C 1.884 -2.829 -4.212 0.0 0.0 0.0
C 0.958 -1.879 -4.629 0.0 0.0 0.0
C -0.033 -1.500 -3.739 0.0 0.0 0.0
N -0.140 -2.013 -2.516 0.0 0.0 0.1
C -0.863 -2.519 2.423 -0.1 0.0 0.0
C -1.275 -3.073 3.640 0.1 0.0 0.0
C -1.300 -4.444 3.842 0.0 0.0 0.0
Cl -1.812 -5.055 5.402 0.0 0.0 0.0
N -0.777 -1.152 2.182 0.0 -0.1 0.0
C -1.269 -0.244 3.016 0.0 0.1 0.1
O -1.911 -0.346 4.080 0.0 0.0 0.0
C -1.001 1.174 2.537 -0.1 0.0 0.0
C -2.086 2.011 2.275 0.1 -0.1 0.0
C -1.848 3.271 1.766 0.0 0.1 0.0
C -0.531 3.681 1.583 0.0 0.0 0.0
C 0.480 2.796 1.908 0.0 0.0 0.0
N 0.262 1.562 2.363 0.1 0.0 0.1
H -0.201 -5.453 0.827 0.0 0.0 0.0
H 2.454 -4.107 -2.554 0.0 0.0 0.0
H 2.683 -3.145 -4.875 0.0 0.0 0.0
H 1.008 -1.431 -5.614 0.0 0.0 0.0
H -0.761 -0.737 -3.993 0.0 0.0 0.0
H -1.583 -2.408 4.430 0.0 0.0 0.0
H -3.085 1.631 2.430 0.0 0.0 0.0
H -2.672 3.920 1.496 0.0 0.0 0.0
H -0.292 4.659 1.184 0.0 0.0 0.0
H 1.520 3.075 1.768 0.0 0.0 0.0
C -1.364 4.609 -1.982 0.0 0.0 0.0
C -0.996 3.160 -2.174 0.1 0.0 0.0
N -1.840 2.192 -2.141 0.0 0.0 0.1
N -3.146 2.537 -2.011 0.0 0.0 0.0
C -3.933 1.580 -1.554 0.1 0.0 0.0
N -5.277 1.951 -1.569 0.0 0.0 0.0
S -3.570 0.047 -0.901 0.0 0.0 0.0
C 0.434 2.815 -2.353 0.0 0.0 0.0
C 1.432 3.764 -2.096 0.0 0.0 0.0
C 2.763 3.401 -2.198 0.0 0.0 0.0
C 3.081 2.102 -2.557 0.0 0.0 0.0
C 2.030 1.234 -2.823 0.0 0.0 0.0
N 0.752 1.573 -2.745 0.0 0.0 0.0
H -2.439 4.680 -1.845 0.0 0.0 0.0
H -1.068 5.217 -2.843 0.0 0.0 0.0
H -0.870 5.025 -1.100 0.0 0.0 0.0
H -5.493 2.633 -2.281 0.0 0.0 0.0
H -5.896 1.159 -1.516 0.0 0.0 0.0
H 1.166 4.768 -1.796 0.0 0.0 0.0
H 3.542 4.124 -1.984 0.0 0.0 0.0
H 4.105 1.760 -2.625 0.0 0.0 0.0
H 2.228 0.205 -3.108 0.0 0.0 0.0
C 3.423 -0.542 3.774 0.1 0.0 0.0
C 2.307 -1.173 2.949 0.0 0.0 0.0
C 2.531 -1.069 1.510 -0.1 -0.2 0.0
N 2.683 -1.034 0.372 0.2 0.2 -0.1
H 3.190 -0.628 4.835 0.0 0.0 0.0
H 3.526 0.517 3.534 0.0 0.0 0.0
H 4.383 -1.029 3.591 0.0 0.0 0.0
H 1.351 -0.689 3.137 0.0 0.0 0.0
H 2.185 -2.234 3.176 0.0 0.0 0.0
```
Forces are in eV/Å.

---

# 4
Entry from OMol25: a molecular structure, C16H34OP2Pt at a distorted geometry (ωB97M-V/def2-TZVPD).

Its charge is +2. The orbital gap (alpha / beta) comes out at 4.8 / 3.7 eV. The multiplicity is 5.

Geometry as XYZ:
```
54
Properties=species:S:1:pos:R:3:forces:R:3
P 1.187 -0.060 -2.335 0.4 0.8 -3.8
P -2.028 -0.093 -1.693 -1.7 -1.2 -2.4
C -0.039 -0.433 -3.706 -0.7 -0.8 0.8
C -1.445 0.128 -3.445 0.6 0.6 0.3
H -0.052 -1.531 -3.843 -0.1 0.5 0.0
H 0.378 0.022 -4.618 0.1 -0.2 0.4
H -1.506 1.211 -3.667 0.1 -0.5 0.0
H -2.183 -0.395 -4.072 0.1 0.2 0.2
C -2.542 -1.852 -1.840 0.2 -0.1 0.6
H -3.099 -2.143 -0.940 0.1 -0.1 -0.3
H -1.671 -2.509 -1.956 -0.2 0.1 0.1
H -3.192 -1.936 -2.720 0.1 0.1 0.2
C -3.641 0.742 -1.828 0.2 0.6 0.8
H -4.223 0.247 -2.615 0.2 0.0 0.1
H -3.483 1.798 -2.084 -0.2 -0.2 0.1
H -4.163 0.666 -0.867 -0.1 0.1 -0.3
C 2.645 -0.838 -3.115 0.4 -0.7 1.2
H 3.516 -0.661 -2.472 0.0 -0.2 -0.3
H 2.810 -0.391 -4.104 -0.2 0.1 0.3
H 2.474 -1.919 -3.216 0.2 0.3 0.1
C 1.459 1.681 -2.855 0.1 0.5 1.2
H 0.553 2.284 -2.713 0.3 -0.1 0.0
H 1.731 1.677 -3.919 0.0 -0.2 0.3
H 2.281 2.108 -2.267 -0.2 0.1 -0.2
Pt 0.941 0.247 2.885 -1.0 0.5 -0.7
C -1.177 0.663 2.142 -0.1 0.4 0.3
C -0.897 -0.711 2.093 -0.3 -0.5 0.3
C -0.535 -1.550 0.907 0.5 -0.7 -0.1
C 0.974 -1.670 0.526 -0.4 -0.1 0.8
C 1.832 -0.507 0.911 1.0 -1.0 0.1
C 1.475 0.862 0.803 -0.1 0.7 1.4
C 0.205 1.328 0.144 0.1 0.5 0.3
C -0.983 1.677 1.061 0.4 0.3 -0.1
C 2.719 0.519 3.797 1.1 0.5 0.2
H -1.848 0.990 2.948 0.5 -0.1 -0.2
H -1.355 -1.310 2.896 0.2 0.5 -0.3
H -1.122 -1.250 0.031 -0.1 0.3 -0.1
H -0.884 -2.570 1.117 0.0 0.2 -0.1
H 1.344 -2.570 1.046 0.1 0.3 -0.4
H 1.093 -1.895 -0.549 -0.3 -0.3 -0.5
H 2.907 -0.716 0.985 -0.4 0.0 0.1
H 2.311 1.573 0.805 -0.4 -0.2 0.0
H -0.157 0.478 -0.461 0.0 -0.2 -0.5
H 0.428 2.166 -0.525 -0.2 -0.1 0.1
H -0.790 2.671 1.503 -0.2 -0.4 -0.1
H -1.911 1.787 0.471 0.0 0.0 -0.2
H 2.672 1.416 4.437 0.0 -0.3 -0.2
H 3.534 0.643 3.067 -0.2 0.0 0.4
H 2.941 -0.353 4.432 -0.1 0.2 -0.2
C 0.150 0.044 5.962 0.5 -0.1 -0.5
O -0.045 0.194 4.594 0.1 -0.1 0.2
H -0.344 0.924 6.368 -0.2 0.1 0.5
H 1.190 -0.035 6.291 -0.2 0.0 -0.2
H -0.431 -0.849 6.203 -0.1 0.0 0.5
```
Forces are in eV/Å.

---

# 5
Entry from OMol25: a molecular structure, C20H27FeN6 (ωB97M-V/def2-TZVPD).

Its charge is +4. The orbital gap (alpha / beta) comes out at 7.0 / 7.6 eV. The multiplicity is 2.

Geometry as XYZ:
```
54
Properties=species:S:1:pos:R:3:forces:R:3
Fe -0.117 -0.154 -0.002 -0.1 0.2 0.0
C 1.069 -2.509 -0.697 0.0 0.0 0.0
N -0.141 -1.723 -1.118 0.0 0.0 0.0
C -1.420 -2.464 -0.843 0.0 0.0 0.0
C -2.516 -1.473 -0.571 0.0 0.0 0.0
C -3.852 -1.727 -0.805 0.0 0.0 0.0
C -4.787 -0.760 -0.453 0.0 0.0 0.0
C -4.352 0.434 0.109 0.0 0.0 0.0
C -2.999 0.621 0.303 0.0 0.0 0.0
N -2.091 -0.319 -0.016 0.0 0.0 0.0
C -0.020 -1.304 -2.573 0.0 0.0 0.0
C -0.223 0.172 -2.731 0.0 0.0 0.0
C -0.357 0.815 -3.947 0.0 0.0 0.0
C -0.485 2.197 -3.965 0.0 0.0 0.0
C -0.482 2.906 -2.767 0.0 0.0 0.0
C -0.357 2.209 -1.585 0.0 0.0 0.0
N -0.223 0.873 -1.587 0.0 -0.1 0.0
C 2.220 -1.547 -0.584 0.0 0.0 0.0
C 3.531 -1.869 -0.862 0.0 0.0 0.0
C 4.503 -0.883 -0.720 0.0 0.0 0.0
C 4.123 0.393 -0.322 0.0 0.0 0.0
C 2.789 0.642 -0.064 0.0 0.0 0.0
N 1.851 -0.313 -0.174 0.0 0.0 0.0
H 1.258 -3.313 -1.411 0.0 0.0 0.0
H 0.853 -2.980 0.266 0.0 0.0 0.0
H -1.263 -3.095 0.035 0.0 0.0 0.0
H -1.652 -3.128 -1.676 0.0 0.0 0.0
H -4.161 -2.663 -1.252 0.0 0.0 0.0
H -5.842 -0.934 -0.626 0.0 0.0 0.0
H -5.050 1.213 0.383 0.0 0.0 0.0
H -2.621 1.553 0.711 0.0 0.0 0.0
H -0.737 -1.872 -3.165 0.0 0.0 0.0
H 0.978 -1.575 -2.922 0.0 0.0 0.0
H -0.359 0.242 -4.866 0.0 0.0 0.0
H -0.590 2.720 -4.908 0.0 0.0 0.0
H -0.582 3.983 -2.749 0.0 0.0 0.0
H -0.363 2.711 -0.623 0.0 0.0 0.0
H 3.794 -2.866 -1.191 0.0 0.0 0.0
H 5.541 -1.105 -0.935 0.0 0.0 0.0
H 4.849 1.189 -0.227 0.0 0.0 0.0
H 2.450 1.632 0.218 0.0 0.0 0.0
N 1.246 1.876 5.292 0.0 0.0 0.0
C 0.422 0.952 4.429 0.0 0.0 0.0
C 0.722 1.101 2.927 0.0 0.0 0.0
N -0.132 0.169 2.123 0.0 0.0 0.1
H 1.005 1.737 6.283 0.0 0.0 0.0
H 1.081 2.868 5.092 0.0 0.0 0.0
H 2.254 1.706 5.215 0.0 0.0 0.0
H -0.621 1.179 4.649 0.0 0.0 0.0
H 0.632 -0.060 4.776 0.0 0.0 0.0
H 1.766 0.870 2.713 0.0 0.0 0.0
H 0.521 2.119 2.592 0.0 0.0 0.0
H -1.113 0.334 2.354 0.0 0.0 0.0
H 0.051 -0.779 2.467 0.0 0.0 0.0
```
Forces are in eV/Å.

---

It is found that the relative energy (zero: lowest compared OMol25 entry of this formula, charge and spin) values, taken in the order of the records, are 0.72; 171.86; 0.00; 39.37; 0.93 kcal/mol.